[1]
Entry from the OMol25 dataset: a structure of composition C67H56BrN10O6SZr in a non-equilibrium geometry (the ωB97M-V functional and the def2-TZVPD basis).

The geometry in XYZ format:
```
142
Properties=species:S:1:pos:R:3:mulliken_charge:R:1
Zr -0.14 0.22 -0.36 -0.3239
C -1.03 4.86 8.28 -0.8384
O -1.43 5.40 7.04 -0.4599
C -1.28 4.65 5.93 0.8708
C -1.67 5.24 4.73 -1.0051
C -1.58 4.54 3.55 -0.3889
C -1.09 3.23 3.52 -0.3799
C -0.70 2.66 4.73 -0.4579
C -0.78 3.35 5.92 -0.7279
C -1.06 2.44 2.27 1.3764
C -0.46 2.97 1.12 0.2841
C 0.16 4.25 1.02 -1.6207
C 0.38 4.48 -0.30 -1.1992
C -0.07 3.32 -1.01 0.1875
N -0.54 2.39 -0.12 -0.3567
C -0.05 3.18 -2.41 1.2123
C -0.28 1.99 -3.08 0.0671
C -0.33 1.88 -4.51 -1.4608
C -0.35 0.56 -4.81 -2.1443
C -0.38 -0.15 -3.56 0.2819
C -0.57 -1.54 -3.45 0.5082
C 0.02 -2.46 -4.44 0.8349
C -0.21 -3.85 -4.42 -0.5328
C 0.34 -4.71 -5.36 -1.1527
C 1.20 -4.22 -6.34 0.8558
O 1.76 -4.96 -7.31 -0.4600
C 1.40 -6.32 -7.41 -0.8281
C 1.55 -2.87 -6.30 -1.2545
C 0.98 -2.02 -5.38 -0.2146
C -1.41 -1.98 -2.40 0.0478
N -1.51 -1.36 -1.18 0.8675
C -2.54 -2.01 -0.52 0.5454
C -3.03 -1.73 0.75 1.4061
C -4.06 -2.65 1.32 -0.4608
C -3.71 -3.51 2.36 -0.0387
C -4.63 -4.40 2.88 -0.9884
C -5.93 -4.44 2.38 0.9272
O -6.75 -5.35 2.94 -0.4602
C -8.09 -5.41 2.47 -0.8560
C -6.29 -3.56 1.36 -0.6350
C -5.36 -2.68 0.83 -0.3443
C -2.65 -0.65 1.54 0.4847
C -3.27 -0.33 2.79 -1.9086
C -2.71 0.82 3.23 -1.9472
C -1.75 1.22 2.25 0.5005
N -1.71 0.31 1.22 0.7473
C -3.09 -3.03 -1.35 -1.5802
C -2.39 -3.01 -2.52 -1.9500
N -0.40 0.73 -2.52 0.7672
C 0.24 4.40 -3.21 0.4303
C 1.25 4.41 -4.18 -0.2192
C 1.53 5.56 -4.89 -1.2407
C 0.82 6.73 -4.66 0.7865
O 1.19 7.81 -5.38 -0.4535
C 0.56 9.05 -5.10 -0.8765
C -0.20 6.73 -3.71 -0.7308
C -0.48 5.57 -3.00 -0.7495
H -1.24 5.62 9.02 0.2520
H 0.03 4.62 8.30 0.3343
H -1.61 3.96 8.53 0.3338
H -2.06 6.25 4.76 0.4480
H -1.92 5.00 2.63 0.6018
H -0.30 1.65 4.72 0.3683
H -0.46 2.87 6.84 0.4170
H 0.39 4.90 1.85 0.8040
H 0.84 5.35 -0.75 0.7649
H -0.37 2.70 -5.20 0.7560
H -0.45 0.11 -5.78 0.8618
H -0.82 -4.29 -3.65 0.5298
H 0.10 -5.76 -5.31 0.4789
H 1.87 -6.69 -8.32 0.2602
H 0.31 -6.43 -7.50 0.3417
H 1.76 -6.89 -6.55 0.3203
H 2.28 -2.50 -7.01 0.4816
H 1.31 -0.99 -5.36 0.5064
H -2.70 -3.47 2.76 0.6108
H -4.37 -5.07 3.68 0.4384
H -8.56 -6.21 3.04 0.2515
H -8.14 -5.65 1.41 0.3366
H -8.62 -4.48 2.66 0.3438
H -7.30 -3.55 0.97 0.4153
H -5.65 -2.00 0.05 0.5114
H -4.05 -0.91 3.25 0.5843
H -2.95 1.38 4.12 0.6166
H -3.92 -3.67 -1.10 0.6355
H -2.63 -3.55 -3.42 0.8485
H 1.83 3.52 -4.35 0.8996
H 2.32 5.57 -5.63 0.4599
H 1.07 9.79 -5.71 0.2506
H 0.67 9.32 -4.04 0.3586
H -0.50 9.02 -5.36 0.3428
H -0.79 7.61 -3.52 0.4522
H -1.29 5.58 -2.29 0.5374
O 4.24 -0.65 -3.76 -0.7304
C 4.21 0.68 -3.45 0.5106
C 5.04 1.52 -4.17 -0.5929
C 5.05 2.88 -3.90 -0.7439
C 4.24 3.40 -2.90 -0.7479
C 3.42 2.56 -2.17 -0.4050
C 3.39 1.20 -2.44 0.7157
C 2.49 0.28 -1.66 0.8250
O 1.63 0.90 -0.80 -0.8678
N 3.37 -0.69 -0.88 -0.2754
N 2.84 -0.83 0.36 0.6197
C 3.51 -1.01 1.41 -1.3537
C 2.82 -0.88 2.69 0.8943
Br 1.34 0.38 2.55 0.1013
C 3.16 -1.39 3.86 -0.9360
C 4.18 -2.42 4.06 0.4570
C 4.45 -3.40 3.09 -0.2574
C 5.42 -4.37 3.31 -0.7013
C 6.12 -4.39 4.51 -0.4697
C 5.86 -3.43 5.48 -0.5662
C 4.89 -2.46 5.26 -0.5439
H 3.66 -1.15 -3.18 0.3046
H 5.67 1.10 -4.95 0.5052
H 5.68 3.54 -4.48 0.4253
H 4.24 4.47 -2.70 0.5027
H 2.78 2.93 -1.38 0.2890
H 1.92 -0.35 -2.38 -0.6059
H 4.36 -0.42 -0.88 0.4599
H 4.60 -1.15 1.42 0.6478
H 2.65 -1.04 4.75 0.4560
H 3.87 -3.42 2.18 0.4650
H 5.61 -5.11 2.55 0.4059
H 6.86 -5.16 4.69 0.3978
H 6.40 -3.45 6.41 0.3836
H 4.70 -1.72 6.02 0.4185
C 2.66 -5.71 -1.59 -1.2417
C 1.77 -5.23 -0.51 1.0282
N 1.26 -5.94 0.45 -0.9889
N 0.58 -5.04 1.22 0.4181
C 0.64 -3.78 0.77 -0.1983
S 0.07 -2.38 1.46 -0.1120
N 1.40 -3.90 -0.36 0.3072
N 1.71 -2.86 -1.21 -0.0891
H 2.73 -6.80 -1.53 0.3804
H 3.65 -5.28 -1.47 0.2842
H 2.28 -5.42 -2.57 0.1716
H 0.10 -5.36 2.04 0.1455
H 1.50 -3.13 -2.16 -0.0692
H 2.70 -2.63 -1.13 0.4783
```

Output
Frontier orbital gap   0.1898 Eh
Strongest force on any atom   1.37 eV Å⁻¹
Calculated total energy   -6604.8994 hartree
M   1300.4 g/mol
Net charge   +1
Energy relative to the best compared isomer or geometry (same formula, charge and spin)   0.139 eV
E_HOMO   -8.8 eV

---

[2]
Entry from the OMol25 dataset: a structure of composition C3H2O3S in a non-equilibrium geometry (the ωB97M-V functional and the def2-TZVPD basis).

The geometry in XYZ format:
```
9
Properties=species:S:1:pos:R:3:mulliken_charge:R:1
C -0.06 -1.60 0.24 0.4324
C -0.14 1.28 0.32 0.4525
C 0.04 0.17 -0.56 -0.7550
O -0.68 -2.41 -0.42 -0.6353
O 0.51 -1.68 1.30 -0.5706
O -1.16 1.65 0.78 -0.6080
S 1.31 2.36 0.52 -0.8198
H 1.02 0.17 -1.07 0.2514
H -0.85 0.06 -1.11 0.2524
```

Output
Frontier orbital gap   0.2029 Eh
Strongest force on any atom   4.57 eV Å⁻¹
Calculated total energy   -739.4011 hartree
M   118.1 g/mol
Net charge   -2
Energy relative to the best compared isomer or geometry (same formula, charge and spin)   0.415 eV
E_HOMO   0.7 eV